# C5H9AgO3

A structure of composition C5H9AgO3 in a non-equilibrium geometry (ωB97M-V/def2-TZVPD, the OMol25 dataset).

Last column: natural (NBO) charge in e.
Element x y z (Å)
O: 0.85 1.64 2.33  -0.5553
C: 0.01 0.90 1.64  0.4723
O: -0.70 0.11 2.46  -0.6947
Ag: -2.03 1.29 0.01  0.6317
C: 1.02 3.01 1.96  -0.0648
H: 0.61 3.22 0.96  0.1971
H: 0.44 3.62 2.67  0.1873
C: 2.50 3.33 1.99  -0.6314
H: 2.89 3.23 3.01  0.2155
H: 3.04 2.67 1.31  0.2273
H: 2.65 4.36 1.64  0.2193
H: -0.19 -0.11 3.26  0.4739
O: 0.02 -0.21 -0.51  -0.7725
C: 0.91 -0.62 -1.32  0.2514
H: 2.87 0.09 -0.91  0.2217
C: 2.00 0.42 -1.51  -0.7719
H: 2.32 0.41 -2.57  0.2169
H: 1.67 1.43 -1.21  0.1763

Calculated values
net charge: 0
M: 224.99 g/mol
energy: -568.338012 Ha
energy above the lowest of the compared OMol25 structures with the same formula, charge and spin: 468.8 kJ/mol
HOMO-LUMO gap (spin up / spin down): 4.15 / 3.47 eV
E_HOMO (spin up / spin down): -5.58 / -5.03 eV

# C5H9Br

A cluster of 2 separate species, C5H9Br in total in a non-equilibrium geometry (ωB97M-V/def2-TZVPD, the OMol25 dataset).

Last column: natural (NBO) charge in e.
Element x y z (Å)
C: -1.75 -1.64 0.94  -0.4167
C: -1.18 -0.87 0.04  0.0359
C: -0.06 -0.81 -0.96  -0.4542
C: -0.79 0.44 -0.47  -0.2739
C: -0.16 1.43 0.35  -0.6291
H: -1.58 -2.64 0.77  0.2098
H: -2.39 -1.11 1.70  0.2112
H: -0.24 -1.13 -2.06  0.2116
H: 0.91 -1.17 -0.74  0.2243
H: -1.31 0.86 -1.34  0.2333
H: 0.33 2.26 -0.17  0.2092
H: 0.62 1.28 1.04  0.2253
H: -0.80 2.07 0.99  0.2128
Br: 4.28 -0.15 0.10  -0.1863
H: 4.12 1.17 -0.20  0.1871

Calculated values
net charge: 0
M: 149.03 g/mol
energy: -2769.813636 Ha
energy above the lowest of the compared OMol25 structures with the same formula, charge and spin: 176.3 kJ/mol
HOMO-LUMO gap: 10.29 eV
SMILES string: C=C1C[C@@H]1C.Br
E_HOMO: -9.51 eV

# C5H9BrCrF6NO8S2

A structure of composition C5H9BrCrF6NO8S2 in a non-equilibrium geometry (ωB97M-V/def2-TZVPD, the OMol25 dataset).

Last column: natural (NBO) charge in e.
Element x y z (Å)
Cr: -1.23 -1.03 -0.14  1.4248
Br: -3.70 -0.02 0.18  -0.8268
O: -0.31 -1.23 -1.86  -1.2338
H: 0.14 -1.92 -2.32  0.4614
C: -0.67 1.83 -3.14  -0.7459
C: -0.46 2.22 -1.72  0.7186
O: -0.47 1.53 -0.80  -0.3716
N: 0.10 3.65 -1.47  -0.5862
H: 0.91 3.76 -2.09  0.4225
H: -0.54 4.37 -1.81  0.4284
C: 0.52 3.86 -0.04  -0.4209
H: -1.45 2.45 -3.59  0.2350
H: -0.92 0.77 -3.22  0.3315
H: 0.25 1.99 -3.71  0.2321
H: -0.40 3.85 0.54  0.2653
H: 1.04 4.82 -0.03  0.2066
H: 1.23 3.13 0.32  0.2776
C: -0.46 -5.25 -0.06  0.7007
F: 0.30 -6.30 0.19  -0.3180
F: 0.14 -4.58 -1.06  -0.3424
F: -1.65 -5.65 -0.46  -0.3165
S: -0.61 -4.07 1.39  2.3544
O: -1.21 -2.85 0.83  -1.0429
O: -1.52 -4.79 2.26  -0.9676
O: 0.73 -3.87 1.87  -0.9591
C: 2.18 0.28 2.41  0.7136
F: 2.62 1.03 1.37  -0.3564
F: 2.39 -1.00 2.09  -0.3013
F: 2.88 0.57 3.49  -0.3124
S: 0.34 0.59 2.63  2.3342
O: -0.33 -0.01 1.45  -1.0540
O: 0.03 -0.13 3.84  -0.9479
O: 0.14 2.04 2.67  -1.0032

Calculated values
2S+1: 5
net charge: -1
<S²>: 6.01
M: 521.15 g/mol
energy: -5866.776900 Ha
HOMO-LUMO gap (spin up / spin down): 4.93 / 5.97 eV
E_HOMO (spin up / spin down): -4.32 / -5.36 eV

# C5H9BrN2

The molecule C5H9BrN2 in a non-equilibrium geometry (ωB97M-V/def2-TZVPD, the OMol25 dataset).

Last column: natural (NBO) charge in e.
Element x y z (Å)
C: 1.48 1.62 -0.29  -0.3538
C: 0.45 -0.78 0.84  -0.1268
C: 2.47 0.70 0.51  -0.2386
C: -2.48 -1.09 0.33  -0.6394
C: -1.43 -0.61 -0.72  -0.2266
N: 0.17 1.08 -0.46  -0.2096
N: -0.17 -0.06 -0.06  -0.1437
Br: 3.93 0.02 -0.52  -0.0050
H: 1.92 2.06 -1.27  0.2561
H: 1.35 2.61 0.42  0.2147
H: 0.82 -1.83 0.79  0.1847
H: 2.95 1.18 1.30  0.1659
H: -2.19 -1.96 0.95  0.2302
H: -2.87 -0.16 0.99  0.2158
H: -3.45 -1.33 -0.17  0.2288
H: -1.25 -1.59 -1.22  0.2150
H: -1.70 0.15 -1.42  0.2325

Calculated values
2S+1: 3
net charge: 0
<S²>: 2.03
M: 177.04 g/mol
energy: -2879.127714 Ha
energy above the lowest of the compared OMol25 structures with the same formula, charge and spin: 108.5 kJ/mol
HOMO-LUMO gap (spin up / spin down): 7.35 / 6.25 eV
E_HOMO (spin up / spin down): -6.76 / -7.70 eV

# C5H9BrN3O3

The ion C5H9BrN3O3 with charge +1 in a non-equilibrium geometry (ωB97M-V/def2-TZVPD, the OMol25 dataset).

Last column: natural (NBO) charge in e.
Element x y z (Å)
C: 2.45 -0.01 -1.03  -0.4501
N: 1.12 -0.29 -0.54  -0.2817
C: 1.05 -1.63 0.07  -0.4295
C: 0.15 0.57 -0.81  0.2247
C: -1.27 0.44 -0.42  0.0946
N: -1.76 0.20 0.88  -0.5508
C: -1.17 0.11 1.99  0.5239
O: 0.14 0.22 2.21  -0.6852
Br: -2.32 0.05 3.53  0.1001
N: -2.11 1.06 -1.23  0.4640
O: -1.82 1.29 -2.37  -0.3247
O: -3.39 1.30 -0.88  -0.4713
H: 3.19 -0.45 -0.21  0.2429
H: 2.69 -0.33 -2.16  0.2602
H: 2.64 1.05 -1.10  0.2369
H: 0.10 -2.23 -0.17  0.2545
H: 1.13 -1.51 1.13  0.2276
H: 2.04 -2.12 -0.39  0.2504
H: 0.33 1.38 -1.53  0.2557
H: 0.48 -0.29 2.94  0.5216
H: -3.65 1.18 0.08  0.5362

Calculated values
net charge: +1
M: 239.05 g/mol
energy: -3159.493401 Ha
energy above the lowest of the compared OMol25 structures with the same formula, charge and spin: 20.5 kJ/mol
HOMO-LUMO gap (spin up / spin down): 7.82 / 7.82 eV
SMILES string: CN(C)/C=C(\N=C(/O)Br)[N+](=O)O
E_HOMO (spin up / spin down): -12.84 / -12.84 eV

# C5H9Cl2N

A cluster of 2 separate species, C5H9Cl2N in total in a non-equilibrium geometry (ωB97M-V/def2-TZVPD, the OMol25 dataset).

Last column: natural (NBO) charge in e.
Element x y z (Å)
C: 2.36 -0.18 0.07  0.1414
C: -0.63 0.57 -1.41  -0.7079
C: -1.16 -1.33 0.22  -0.7222
C: -0.55 0.87 1.08  -0.6988
C: -0.63 -0.05 -0.08  0.4843
N: 1.41 -0.91 0.07  -0.5276
Cl: 3.91 -1.02 -0.03  -0.0466
Cl: 2.55 1.58 0.28  -0.0761
H: 0.25 0.18 -1.97  0.2720
H: -1.57 0.43 -1.91  0.2322
H: -0.51 1.53 -1.24  0.2144
H: -2.23 -1.35 0.20  0.2353
H: -0.74 -1.55 1.19  0.2430
H: -0.68 -2.12 -0.50  0.2593
H: 0.22 0.68 1.77  0.2594
H: -0.52 1.91 0.70  0.2160
H: -1.47 0.75 1.55  0.2220

Calculated values
net charge: 0
M: 154.04 g/mol
energy: -1170.936010 Ha
energy above the lowest of the compared OMol25 structures with the same formula, charge and spin: 265.5 kJ/mol
HOMO-LUMO gap: 8.39 eV
E_HOMO: -8.62 eV

# C5H9Cl2NS

A cluster of 2 separate species, C5H9Cl2NS in total in a non-equilibrium geometry (ωB97M-V/def2-TZVPD, the OMol25 dataset).

Last column: natural (NBO) charge in e.
Element x y z (Å)
C: 0.41 0.61 0.01  0.1001
C: -2.42 1.65 -0.34  -0.7246
C: 0.65 -1.76 0.40  -0.3821
C: 2.63 -0.32 -0.06  -0.4266
C: -1.99 0.26 -0.01  -0.0833
N: 1.23 -0.49 0.04  -0.4448
S: 0.72 2.18 -0.06  -0.0405
Cl: -2.57 -0.36 1.56  -0.0050
Cl: -2.17 -0.82 -1.36  0.0101
H: -1.61 2.41 -0.67  0.2669
H: -2.88 1.53 -1.27  0.2353
H: -3.03 2.08 0.45  0.2376
H: 1.24 -2.18 1.18  0.1930
H: -0.33 -1.57 0.68  0.2270
H: 0.81 -2.48 -0.34  0.1979
H: 2.95 0.07 -0.98  0.2121
H: 3.11 0.34 0.64  0.2130
H: 3.24 -1.16 0.14  0.2137

Calculated values
net charge: 0
M: 186.11 g/mol
energy: -1569.112561 Ha
energy above the lowest of the compared OMol25 structures with the same formula, charge and spin: 230.5 kJ/mol
HOMO-LUMO gap: 7.68 eV
E_HOMO: -7.78 eV

# C5H9ClN2

The molecule C5H9ClN2 in a non-equilibrium geometry (ωB97M-V/def2-TZVPD, the OMol25 dataset).

Last column: natural (NBO) charge in e.
Element x y z (Å)
C: -1.14 0.12 -0.36  0.0241
C: -0.24 1.16 -0.54  -0.2329
C: 1.50 -0.37 -0.81  0.0984
C: -1.47 -2.17 0.16  -0.4054
C: 1.99 1.66 0.32  -0.4070
N: -0.70 -1.10 -0.37  -0.5117
N: 1.10 0.79 -0.44  -0.3354
Cl: 2.84 -1.17 0.01  -0.0226
H: -1.99 0.51 0.08  0.1752
H: -0.55 2.14 -0.33  0.2016
H: 1.26 -0.89 -1.75  0.2392
H: -0.91 -3.00 0.58  0.2033
H: -2.37 -1.83 0.90  0.1353
H: -2.00 -2.48 -0.68  0.1944
H: 1.45 2.56 0.49  0.2145
H: 2.25 1.23 1.22  0.2177
H: 2.89 2.06 -0.27  0.2113

Calculated values
net charge: 0
M: 132.59 g/mol
energy: -765.481375 Ha
energy above the lowest of the compared OMol25 structures with the same formula, charge and spin: 390.4 kJ/mol
HOMO-LUMO gap (spin up / spin down): 7.57 / 7.57 eV
E_HOMO (spin up / spin down): -6.92 / -6.92 eV